This record from OMol25 describes 2 unconnected molecules or ions with the total composition C11H15O2S at a distorted geometry. The level of theory is ωB97M-V/def2-TZVPD.

Summary:
- spin multiplicity = 1
- LUMO energy (eV) = 3.2
- Kohn-Sham gap (Ha) = 0.207
- highest occupied orbital energy (eV) = -2.41
- largest force on an atom (hartree/bohr) = 0.086
- net charge = -1
- energy relative to the best compared isomer or geometry (same formula, charge and spin) (kcal per mole) = 27.7
- E (eV) = -26579.685

The geometry in XYZ format:
```
29
Properties=species:S:1:pos:R:3:forces:R:3
S -2.688 -0.597 -1.187 1.01 -0.32 -0.82
O -0.890 2.261 1.389 0.65 0.36 -0.18
O 0.206 2.991 -0.514 0.18 0.62 0.62
C 1.216 -0.138 0.135 1.60 -2.19 -2.73
C 2.443 0.632 -0.382 -2.16 2.52 -2.19
C -1.318 -0.260 -0.111 -0.36 1.29 -0.16
C -0.279 2.339 0.368 -0.48 -0.93 -1.53
C -3.178 -0.630 1.251 -1.45 0.55 0.80
C 1.619 -1.573 -0.438 0.96 1.40 -0.74
C 1.267 -0.302 1.584 1.98 -0.42 3.91
C -0.048 0.298 -0.590 -1.90 0.38 1.46
C -1.864 -0.199 1.154 2.39 -1.24 2.29
C -3.799 -0.860 0.064 -0.90 -0.02 -0.02
C -0.030 0.405 -2.089 1.98 -0.59 -0.94
H -1.002 0.661 -2.502 0.04 0.41 0.11
H 2.394 -0.585 1.882 -2.29 0.35 -0.60
H -1.230 -0.036 2.103 -1.29 -0.05 -1.90
H 0.220 -0.623 -2.613 -0.23 1.81 0.69
H 0.913 -2.273 -0.113 -1.10 -1.30 0.46
H 3.389 0.213 -0.114 0.51 -0.38 0.06
H 1.080 0.566 2.212 0.05 0.80 -0.41
H 1.524 -1.449 -1.561 0.75 -0.72 1.34
H 0.611 -1.012 2.137 0.38 -0.21 -1.19
H 2.235 0.686 -1.536 1.33 -0.35 2.11
H -3.718 -0.540 2.188 -0.04 -0.37 0.01
H -4.864 -1.019 -0.161 0.75 0.02 0.26
H 2.389 1.712 -0.118 0.24 -0.59 0.20
H 0.751 1.191 -2.387 -1.36 -1.09 -0.05
H 2.651 -1.864 -0.049 -1.22 0.24 -0.86
```
Forces are in eV/Å.

What are the Löwdin partial charges on each atom? They are as follows, in elementary charge units: number 1, S, carries 0.97; number 2, O, carries 0.07; number 3, O, carries 0.04; number 4, C, carries -0.59; number 5, C, carries -0.08; number 6, C, carries -0.45; number 7, C, carries -0.50; number 8, C, carries -0.26; number 9, C, carries -0.07; number 10, C, carries -0.11; number 11, C, carries -0.35; number 12, C, carries -0.20; number 13, C, carries -0.50; number 14, C, carries -0.15; number 15, H, carries 0.02; number 16, H, carries 0.12; number 17, H, carries 0.12; number 18, H, carries 0.10; number 19, H, carries 0.05; number 20, H, carries 0.06; number 21, H, carries 0.07; number 22, H, carries 0.07; number 23, H, carries 0.08; number 24, H, carries 0.09; number 25, H, carries 0.09; number 26, H, carries 0.05; number 27, H, carries 0.08; number 28, H, carries 0.08; number 29, H, carries 0.09